A cluster of 10 separate species, C46H85N3O20 in total at a distorted geometry, computed with ωB97M-V with the def2-TZVPD basis set.

Element x y z (Å)
1 C 1.03034 -3.91394 0.14140
2 C 1.49939 -3.42285 1.37425
3 C 2.82887 -3.62176 1.84381
4 C 3.73955 -4.16213 1.00177
5 C 3.28244 -4.72490 -0.18916
6 C 1.92536 -4.67208 -0.62833
7 N 5.19111 -4.17737 1.26418
8 O 5.88697 -4.97404 0.67969
9 O 5.59437 -3.37768 2.13242
10 H -0.02955 -3.81741 -0.04581
11 H 0.89421 -2.80943 2.02583
12 H 3.03683 -3.18644 2.81024
13 H 3.88440 -5.22751 -0.93275
14 H 1.53599 -5.26547 -1.44244
15 C -0.26091 8.09072 1.14871
16 C -1.40785 7.46495 0.78156
17 C -1.35918 6.07440 0.46184
18 C -0.17850 5.30257 0.70809
19 C 0.91038 5.98108 1.20311
20 C 0.93012 7.33917 1.28802
21 N -0.32489 3.82203 0.62691
22 O -1.31678 3.32957 0.07376
23 O 0.55661 3.15879 1.18630
24 H -0.21427 9.16865 1.21048
25 H -2.32312 8.00107 0.57722
26 H -2.21945 5.59610 0.01705
27 H 1.84392 5.52529 1.50284
28 H 1.79233 7.89342 1.62933
29 C -3.81744 1.40604 3.81293
30 C -4.65114 2.06036 4.70447
31 C -5.21315 3.28811 4.45157
32 C -4.85609 3.92590 3.23276
33 C -4.00367 3.29005 2.33572
34 C -3.56051 2.03018 2.60340
35 N -5.29515 5.30147 2.84784
36 O -4.82026 5.72874 1.79428
37 O -6.06595 5.90651 3.53709
38 H -3.42582 0.41466 3.98756
39 H -4.91895 1.60003 5.64527
40 H -5.87973 3.72404 5.18090
41 H -3.70215 3.72473 1.39453
42 H -3.02605 1.50609 1.82417
43 C 0.35876 0.02495 -7.24851
44 O 1.09299 1.19296 -6.82698
45 C 0.53338 2.30149 -6.09524
46 C -0.34885 1.93204 -4.93141
47 O -1.46305 1.16069 -5.24569
48 C -2.44602 1.82486 -6.13178
49 H -0.62011 0.35749 -7.59488
50 H 0.22217 -0.54249 -6.32694
51 H 0.89198 -0.57809 -7.98114
52 H 0.08648 3.04406 -6.75861
53 H 1.47307 2.72677 -5.74104
54 H -0.69388 2.88488 -4.51993
55 H 0.26887 1.45037 -4.17423
56 H -2.09393 2.17669 -7.10133
57 H -3.02963 2.47977 -5.48477
58 H -3.20611 1.12927 -6.49246
59 C 4.07219 1.08587 1.60094
60 O 3.68186 2.18507 2.41238
61 C 4.14737 2.08850 3.77393
62 C 3.69505 3.32184 4.62576
63 O 3.66735 3.02194 6.01134
64 C 2.95293 1.90433 6.43910
65 H 3.34802 0.27270 1.51972
66 H 5.07432 0.70473 1.79892
67 H 4.03967 1.50459 0.59386
68 H 5.21975 1.89098 3.84166
69 H 3.77967 1.11254 4.09810
70 H 2.69541 3.62020 4.30478
71 H 4.40841 4.13159 4.48079
72 H 2.79721 1.83303 7.51529
73 H 3.58011 1.06830 6.12582
74 H 1.94371 1.84062 6.02614
75 C -4.57836 0.77630 -1.30534
76 O -5.12463 0.55890 -0.01571
77 C -6.16643 1.46532 0.24050
78 C -6.86664 1.05784 1.57153
79 O -7.45677 -0.26654 1.74335
80 C -6.61013 -1.38507 1.46454
81 H -5.44207 0.78343 -1.97157
82 H -3.88113 -0.03885 -1.49712
83 H -3.96334 1.67343 -1.40216
84 H -6.87868 1.55449 -0.58213
85 H -5.75446 2.45585 0.44601
86 H -7.75159 1.66078 1.77236
87 H -6.12105 1.14278 2.36293
88 H -5.58517 -1.46467 1.82911
89 H -6.60749 -1.36701 0.37400
90 H -7.16457 -2.25086 1.82648
91 C -2.38660 -5.63523 -0.65323
92 O -2.48989 -4.36381 -1.24336
93 C -3.33297 -4.36011 -2.37434
94 C -3.33791 -3.02761 -3.13718
95 O -4.34712 -3.23530 -4.13481
96 C -4.29079 -2.08022 -5.00334
97 H -1.80810 -6.27482 -1.32373
98 H -3.34171 -6.12758 -0.46316
99 H -1.81653 -5.53262 0.26963
100 H -4.34722 -4.44831 -1.98089
101 H -2.99146 -5.13941 -3.05749
102 H -2.35933 -2.79465 -3.56033
103 H -3.46641 -2.26364 -2.36690
104 H -3.33887 -1.54638 -5.03363
105 H -4.99426 -1.28324 -4.75685
106 H -4.42747 -2.29925 -6.06292
107 C -3.17763 -2.77238 3.95264
108 O -3.16662 -1.82002 5.04818
109 C -1.92059 -1.91895 5.76889
110 C -0.63782 -1.65322 4.90795
111 O -0.65981 -0.45466 4.19797
112 C 0.55219 -0.10447 3.54917
113 H -2.67163 -2.39195 3.06367
114 H -4.21085 -2.75181 3.60388
115 H -2.87374 -3.77644 4.24780
116 H -1.91444 -2.92488 6.19093
117 H -1.91818 -1.16449 6.55529
118 H -0.50724 -2.50046 4.23038
119 H 0.19835 -1.66824 5.61133
120 H 0.38763 0.64363 2.77469
121 H 1.07312 -0.94951 3.09507
122 H 1.28441 0.30834 4.24675
123 C 11.32389 -3.07494 -2.66446
124 O 10.14378 -2.52211 -3.20590
125 C 8.96248 -3.31403 -3.22445
126 C 7.74430 -2.38659 -3.25086
127 O 7.32186 -2.02061 -1.90262
128 C 5.89525 -1.61572 -1.91376
129 H 12.06927 -2.32050 -2.41494
130 H 11.83780 -3.84446 -3.24307
131 H 10.98111 -3.49868 -1.71773
132 H 8.88799 -3.97907 -2.36203
133 H 8.92086 -3.93061 -4.12454
134 H 6.91437 -2.91168 -3.72576
135 H 7.99968 -1.51249 -3.85161
136 H 5.83023 -0.66119 -1.39319
137 H 5.21628 -2.36633 -1.50755
138 H 5.47153 -1.44764 -2.90497
139 C -1.55842 -0.42527 -0.07156
140 O -0.26991 -0.95676 0.23951
141 C 0.77046 -0.18009 -0.37094
142 C 0.94613 -0.50749 -1.89269
143 O 2.30888 -0.41076 -2.29459
144 C 2.51096 -0.61491 -3.70549
145 H -1.76515 0.55511 0.35894
146 H -2.21387 -1.25400 0.19589
147 H -1.70102 -0.28496 -1.14568
148 H 1.69281 -0.62635 0.00411
149 H 0.66996 0.88860 -0.18347
150 H 0.39138 0.20794 -2.50630
151 H 0.42433 -1.41039 -2.21856
152 H 2.12110 -1.56043 -4.08752
153 H 3.58970 -0.65350 -3.85393
154 H 2.13226 0.14118 -4.39549

Output
HOMO energy: -9.35 eV
SMILES: O=[N+]([O-])c1ccccc1.O=[N+]([O-])c1ccccc1.O=[N+]([O-])c1ccccc1.COCCOC.COCCOC.COCCOC.COCCOC.COCCOC.COCCOC.COCCOC
Energy above the lowest of the compared OMol25 structures with the same formula, charge and spin: 0.0000 eV

Here are the Mulliken charges for atoms 1 to 2, given in e: C -0.344; C -0.184